No. 1
106
Properties=species:S:1:pos:R:3:forces:R:3 method="wB97M-V/def2-TZVPD" de_lowest_kcal_mol=0.2 total_energy_ev=-223623.522 spin_multiplicity=1 charge=-1
Ti 0.5824 -1.0986 1.0540 -0.70 0.01 1.28
O 4.2979 -5.8223 4.2340 0.01 0.02 -0.06
C 3.2666 -5.2712 3.9250 -0.06 -0.02 0.12
S 2.9864 -3.5337 4.0902 0.08 -0.02 -0.06
C 1.3560 -3.5178 3.4401 -0.11 0.03 -0.03
C 0.7853 -4.6896 3.0745 -0.08 -0.07 -0.05
S -0.7578 -5.0223 2.3777 0.11 0.08 0.07
S 1.8342 -6.0932 3.3090 0.05 0.00 -0.03
S 0.5906 -1.9499 3.2934 0.02 0.09 -0.24
C 1.1719 4.0055 -0.0440 0.07 -0.01 -0.03
Sb -0.0389 2.2468 0.2507 0.14 0.15 0.20
C 1.3502 0.8676 1.4045 -0.04 0.26 -0.23
C 2.8121 0.9360 1.0836 -0.13 0.00 0.01
C 3.7261 0.1250 1.7860 0.03 -0.03 -0.01
C 5.0689 0.1846 1.4936 -0.01 0.01 -0.02
C 5.5043 1.0493 0.4927 0.00 0.01 -0.01
C 4.5453 1.7957 -0.1605 -0.02 0.00 -0.01
N 3.2418 1.7527 0.1223 0.03 0.03 -0.05
Si 1.1450 1.5605 3.2066 -0.03 -0.08 -0.25
C -0.5390 1.3798 4.0125 0.00 0.08 0.06
C 1.4475 3.4250 3.2461 0.01 0.05 0.04
C 2.4177 0.9315 4.4376 -0.01 0.03 0.04
C -0.4754 1.9725 -1.9679 -0.06 -0.06 0.01
C -0.3516 0.5406 -2.4256 -0.02 0.06 0.04
C -1.3578 -0.1379 -3.1212 -0.01 -0.01 0.00
C -1.0993 -1.3847 -3.6597 0.02 -0.02 0.00
C 0.1585 -1.9419 -3.4994 -0.03 -0.01 -0.02
C 1.0864 -1.2226 -2.7672 0.03 0.07 0.01
N 0.8486 -0.0250 -2.2418 0.02 -0.05 -0.02
Si 0.6361 2.8559 -3.2546 -0.07 0.00 0.09
C 0.1931 2.2042 -4.9673 -0.01 0.02 -0.04
C 2.4690 2.5321 -3.0605 0.03 0.02 0.01
C 0.3765 4.7213 -3.3447 0.03 0.04 -0.05
Si -2.2471 2.6868 -2.0000 0.12 -0.06 -0.03
C -3.4675 1.6043 -1.0801 -0.05 0.05 0.05
C -2.9571 2.9485 -3.7317 -0.04 0.03 -0.02
C -2.3210 4.3886 -1.1964 -0.04 0.04 -0.01
H 1.7692 4.1972 0.8402 -0.02 -0.02 0.00
H 0.4863 4.8392 -0.2059 0.01 0.01 0.00
H 1.8454 3.8936 -0.8865 0.01 -0.01 -0.03
H 3.3616 -0.5684 2.5325 -0.01 0.01 0.02
H 5.7682 -0.4453 2.0309 0.00 0.00 0.00
H 6.5475 1.1330 0.2194 0.00 -0.01 0.01
H 4.8250 2.4669 -0.9681 0.01 0.00 0.01
H -1.3377 1.7858 3.3911 0.00 0.00 0.00
H -0.4825 1.9754 4.9303 -0.04 -0.02 0.00
H -0.7830 0.3556 4.2898 0.04 -0.02 0.00
H 0.6653 4.0079 2.7568 0.00 -0.01 0.00
H 2.4115 3.7041 2.8154 0.00 -0.02 0.00
H 1.4597 3.7196 4.3004 0.01 0.00 0.00
H 2.4266 -0.1496 4.5621 -0.01 0.00 -0.01
H 2.1314 1.3798 5.3952 0.03 -0.02 0.02
H 3.4243 1.2759 4.1979 0.00 0.00 0.00
H -2.3301 0.3091 -3.2662 0.03 -0.01 0.01
H -1.8757 -1.9117 -4.2017 0.00 -0.01 0.00
H 0.4042 -2.9206 -3.8865 -0.01 0.00 0.00
H 2.0726 -1.6307 -2.5759 0.00 0.00 0.01
H 0.4001 1.1352 -5.0491 0.01 -0.01 0.00
H 0.8351 2.7203 -5.6887 -0.01 0.00 -0.01
H -0.8444 2.3731 -5.2584 0.05 -0.02 0.01
H 2.7918 1.7989 -3.8027 0.01 0.00 0.01
H 2.6919 2.1286 -2.0756 0.02 0.01 0.05
H 3.0386 3.4540 -3.2156 0.01 -0.02 0.01
H -0.6543 5.0101 -3.5517 0.00 -0.02 -0.03
H 0.9876 5.0805 -4.1790 0.01 0.01 0.01
H 0.7064 5.2443 -2.4469 -0.02 -0.01 -0.01
H -3.5742 0.6084 -1.5087 -0.01 -0.01 -0.01
H -4.4524 2.0810 -1.1161 0.00 -0.01 0.01
H -3.1939 1.4944 -0.0301 0.01 -0.03 0.01
H -3.0285 2.0368 -4.3264 0.00 0.01 0.01
H -2.3950 3.6787 -4.3156 0.00 0.02 0.03
H -3.9716 3.3397 -3.6060 0.00 0.00 -0.01
H -2.1535 4.3580 -0.1196 0.01 -0.03 0.02
H -3.3319 4.7774 -1.3562 0.01 0.00 0.00
H -1.6214 5.1008 -1.6338 -0.02 -0.01 0.04
Br -6.0803 -1.5621 -0.5261 -0.01 0.02 0.01
C -4.6743 -2.8398 -0.5485 0.04 -0.04 0.02
C -4.9819 -4.1910 -0.5186 -0.03 0.03 0.00
C -3.9457 -5.1165 -0.5199 0.02 -0.02 -0.01
C -2.6253 -4.6963 -0.5617 -0.04 -0.01 0.04
C -2.3382 -3.3377 -0.5933 0.05 -0.07 0.01
C -3.3627 -2.3989 -0.5768 0.00 0.01 -0.02
C -0.8989 -2.9073 -0.5924 -0.02 0.21 -0.13
O -0.0067 -3.6640 -0.8963 -0.02 -0.06 -0.08
O -0.7279 -1.6372 -0.2479 0.20 -0.49 0.15
H -6.0144 -4.5125 -0.4902 0.00 0.00 0.01
H -4.1767 -6.1730 -0.4752 0.00 0.00 0.00
H -1.8031 -5.3975 -0.5217 0.01 0.01 -0.02
H -3.1270 -1.3441 -0.5850 0.02 0.03 0.00
N -4.0615 -2.3047 2.9741 0.02 0.08 0.01
C -2.6263 -2.0455 2.8391 -0.05 0.00 -0.08
C -2.4048 -0.7002 2.1912 0.01 -0.14 0.08
O -3.4877 0.0259 2.0334 -0.06 -0.04 0.01
O -1.3159 -0.2711 1.8479 0.15 0.16 -0.29
H -4.3433 -3.0764 2.3829 0.00 0.01 -0.03
H -4.2168 -0.5770 2.3426 0.01 0.03 -0.01
H -4.3026 -2.5411 3.9258 0.00 -0.04 -0.01
H -2.0919 -2.8143 2.2757 0.03 -0.07 0.00
H -2.1100 -2.0306 3.7991 -0.04 0.03 0.02
C 3.7187 -3.7261 -0.1560 -0.05 -0.01 0.02
O 2.5983 -3.6358 0.7500 0.05 -0.06 0.10
C 1.9330 -2.5337 0.7262 -0.02 -0.09 -0.29
O 2.2254 -1.5503 0.0150 0.30 -0.01 -0.40
H 4.2229 -4.6501 0.1057 0.00 0.00 -0.01
H 4.3761 -2.8687 -0.0243 0.01 0.00 -0.01
H 3.3433 -3.7634 -1.1775 0.02 0.01 -0.01

=====

No. 2
93
Properties=species:S:1:pos:R:3:forces:R:3 method="wB97M-V/def2-TZVPD" de_lowest_kcal_mol=0.0 total_energy_ev=-89753.304 spin_multiplicity=1 charge=+1
Ru 0.3838 -0.4778 0.5979 -1.28 -2.50 -1.20
C 4.0458 -2.0797 -0.5004 0.00 0.08 -0.16
C 3.6226 -0.6537 -0.8495 -0.22 -0.11 0.37
C 3.9637 0.2902 0.3116 0.01 -0.06 -0.10
P 1.8089 -0.4713 -1.2443 0.61 0.58 -0.55
C 1.5585 -1.3972 -2.8298 -0.27 -0.08 0.23
C 0.3613 -0.8435 -3.6056 0.11 -0.02 0.00
C 1.3630 -2.8928 -2.5650 0.10 0.04 -0.03
C 1.7624 1.2843 -1.6937 -0.07 -0.02 0.21
C 2.2580 1.8173 -2.8763 0.02 -0.04 -0.03
C 2.2382 3.1844 -3.0935 0.03 0.04 -0.11
C 1.7123 4.0174 -2.1172 -0.06 -0.01 0.09
C 1.2307 3.4986 -0.9274 0.04 -0.22 0.20
C 1.2722 2.1193 -0.6799 0.19 0.30 -0.36
N 0.8142 1.5237 0.5081 0.07 -1.28 0.16
C 1.0172 2.1335 1.7541 -0.01 0.48 0.53
C 1.9638 3.1450 1.9807 -0.07 -0.20 -0.19
C 2.1253 3.7032 3.2367 -0.06 -0.04 0.02
C 1.3578 3.2756 4.3092 0.07 0.08 0.10
C 0.4562 2.2436 4.1157 -0.07 0.06 -0.04
C 0.2942 1.6578 2.8675 -0.01 -0.02 -0.13
P -0.7456 0.2085 2.5260 -0.22 0.80 0.69
C -0.6159 -0.9250 3.9969 0.20 -0.06 -0.22
C 0.8616 -1.1069 4.3633 -0.11 -0.07 -0.03
C -1.4405 -0.5954 5.2395 -0.02 0.04 -0.04
C -2.5191 0.8258 2.5071 0.07 -0.18 -0.28
C -2.5984 2.3311 2.7495 -0.03 -0.03 0.10
C -3.2224 0.4446 1.2037 -0.01 -0.01 0.10
H 5.0939 -2.0782 -0.1985 0.00 -0.01 0.01
H 3.9499 -2.7597 -1.3453 0.04 -0.01 0.05
H 3.4604 -2.4668 0.3347 0.02 -0.06 0.02
H 4.1461 -0.3274 -1.7531 -0.03 0.03 -0.03
H 3.2933 0.1171 1.1579 0.05 0.03 0.04
H 3.8899 1.3365 0.0199 -0.06 0.03 0.04
H 4.9822 0.1051 0.6549 0.02 0.01 -0.05
H 2.4762 -1.2532 -3.4080 0.03 0.06 0.02
H -0.5341 -0.8480 -2.9809 -0.05 0.01 -0.02
H 0.1631 -1.4755 -4.4729 0.00 0.00 0.00
H 0.5259 0.1737 -3.9527 -0.04 0.01 0.00
H 0.4122 -3.0582 -2.0637 -0.07 -0.02 0.03
H 2.1509 -3.3195 -1.9472 -0.06 -0.04 -0.04
H 1.3368 -3.4366 -3.5105 0.03 0.01 -0.01
H 2.6608 1.1599 -3.6390 0.00 0.01 0.00
H 2.6138 3.5988 -4.0193 0.01 -0.02 0.00
H 1.6647 5.0860 -2.2805 -0.01 -0.01 -0.03
H 0.8121 4.1575 -0.1804 0.01 0.05 0.01
H 2.6004 3.4716 1.1719 -0.02 0.06 -0.03
H 2.8649 4.4808 3.3772 0.01 0.00 -0.01
H 1.4804 3.7250 5.2852 -0.01 -0.03 0.00
H -0.1279 1.8875 4.9544 0.02 0.02 -0.02
H -0.9920 -1.8702 3.5849 0.01 0.00 0.01
H 1.2294 -0.2429 4.9148 0.02 0.01 0.00
H 1.4866 -1.2261 3.4773 0.08 0.01 0.02
H 0.9906 -1.9921 4.9876 -0.01 0.01 0.01
H -1.0238 0.2468 5.7909 -0.03 0.00 0.00
H -1.4225 -1.4587 5.9067 0.02 0.01 0.02
H -2.4835 -0.3806 5.0163 0.01 -0.03 0.07
H -3.0285 0.3122 3.3229 0.06 -0.01 -0.01
H -2.0689 2.8788 1.9705 0.02 0.04 -0.02
H -2.1816 2.6130 3.7158 0.00 0.03 -0.04
H -3.6457 2.6392 2.7333 0.00 -0.01 -0.02
H -2.6607 0.8137 0.3452 -0.06 0.04 -0.05
H -4.2198 0.8884 1.1727 0.01 0.01 0.01
H -3.3371 -0.6357 1.1162 -0.03 0.00 0.00
C -2.4168 -4.2056 -0.6031 0.11 -0.05 0.00
C -1.3704 -3.2713 -0.0668 -0.95 1.17 -1.07
S -1.4858 -1.6557 -0.5401 1.98 0.01 1.79
C -0.3204 -3.7346 0.7200 1.51 -0.01 0.98
C -0.1732 -5.1909 1.0633 -0.09 0.03 -0.08
S 0.8819 -2.6963 1.2814 -1.41 1.17 -0.97
H -3.1873 -3.6529 -1.1337 -0.03 -0.03 -0.01
H -2.8805 -4.7747 0.2039 -0.01 0.00 0.00
H -1.9652 -4.9226 -1.2941 -0.01 -0.02 0.04
H -1.1001 -5.5955 1.4717 0.00 -0.01 0.00
H 0.6226 -5.3304 1.7902 0.00 -0.03 0.00
H 0.0745 -5.7698 0.1698 -0.04 0.00 0.00
C -4.2256 3.9899 -1.3469 0.12 0.00 0.23
Te -2.1593 3.3760 -1.3696 -0.41 0.07 -0.27
C -2.8157 1.9787 -2.8724 0.26 -0.06 0.13
C -4.2038 2.3939 -3.2776 -0.06 0.07 0.00
C -4.8236 1.8000 -4.3742 0.01 0.00 0.03
C -6.0964 2.1863 -4.7568 0.03 -0.06 -0.05
C -6.7569 3.1833 -4.0517 -0.04 0.03 0.02
C -6.1471 3.7767 -2.9595 -0.03 -0.03 -0.03
C -4.8738 3.3798 -2.5584 0.05 -0.04 -0.06
H -4.2873 5.0764 -1.3544 0.05 -0.01 -0.04
H -4.6973 3.6330 -0.4304 0.02 0.00 -0.01
H -2.8010 0.9669 -2.4623 -0.02 0.02 0.00
H -2.1284 2.0138 -3.7163 0.01 0.01 0.01
H -4.2946 1.0346 -4.9305 -0.03 0.00 -0.02
H -6.5689 1.7155 -5.6090 0.00 0.03 0.00
H -7.7461 3.4987 -4.3566 0.00 0.00 0.01
H -6.6601 4.5584 -2.4120 0.00 -0.01 0.01